--- one ---
Here is a cluster of 3 separate species, C4H12O2 in total from the Open Molecules 2025 dataset. Energies are from ωB97M-V/def2-TZVPD.

Computed properties:
HOMO (eV): -9.71
Lowest unoccupied orbital energy (eV): 0.7
Frontier orbital gap (eV): 10.4
SMILES: C=C(C)C.O.O

```
! wB97M-V def2-TZVPD RIJCOSX def2/J DEFGRID3
* xyz 0 1
H -0.18091 1.12129 -1.05152
C 0.80363 -1.49478 0.53057
H 0.72127 -1.02799 1.49751
H 1.42222 -2.36647 0.44591
H 1.37270 5.62679 2.68510
C 0.13076 -0.95979 -0.48942
H 0.73849 -0.85309 -2.55198
O 1.72967 6.10190 3.44909
O -2.62292 -2.84258 -0.18410
H -0.49037 0.72605 0.64228
H -1.63459 0.30593 -0.60771
H 2.45712 6.61610 3.08131
C 0.27435 -1.55151 -1.87303
C -0.56934 0.35600 -0.37752
H -1.78788 -2.43027 0.07051
H -2.50810 -3.13566 -1.09263
H -0.70803 -1.72223 -2.33166
H 0.85193 -2.46969 -1.84271
*
```

=====

--- two ---
Here is a cluster of 2 separate species, C4H12O2 in total from the Open Molecules 2025 dataset. Energies are from ωB97M-V/def2-TZVPD.

Computed properties:
HOMO (eV): -9.68
Lowest unoccupied orbital energy (eV): 0.6
Frontier orbital gap (eV): 10.2
SMILES: CCCCO.O

```
! wB97M-V def2-TZVPD RIJCOSX def2/J DEFGRID3
* xyz 0 1
H 0.25263 -3.89910 -0.34207
O 0.21773 -3.28220 -1.07760
C -0.04104 0.19240 0.24793
H 1.98396 1.44782 1.47659
H 0.14082 -0.33968 1.18158
H -1.23102 -2.08960 -0.53553
H 0.21974 -3.82136 -1.87548
H 0.67918 -0.14649 -0.50903
H 1.64519 3.12436 1.15058
C 1.54142 2.12224 0.73964
H -1.49693 -0.01420 -1.34465
H -2.19521 0.43999 0.20093
C -1.43231 -0.16898 -0.26935
H 2.18698 2.03591 -0.13751
H -0.21874 2.18892 -0.51787
C 0.11914 1.71221 0.40467
H -0.57767 2.02737 1.19144
O -1.79387 -1.52962 0.01575
*
```

=====

How do the energies compare? Relative to the most stable structure, in kcal/mol: one 11.3; two 0.0.

=====

--- one ---
Here is the ion C5H12N2 with charge +2 from the Open Molecules 2025 dataset. Energies are from ωB97M-V/def2-TZVPD.

Computed properties:
HOMO (eV): -18.47
Lowest unoccupied orbital energy (eV): -9.6
Frontier orbital gap (eV): 8.9
SMILES: C=[NH+]C(=C)CC[NH3+]

```
! wB97M-V def2-TZVPD RIJCOSX def2/J DEFGRID3
* xyz 2 1
H 2.12532 -0.80598 1.81579
H -0.14177 -1.24545 1.49532
N -1.73157 -0.41712 -0.87812
H 0.21711 0.53336 2.14140
C 1.64193 -0.21712 0.99085
H 0.70959 1.61419 0.85269
H -2.21855 -1.22718 -0.51053
C -2.49911 0.59163 -1.28967
H 0.58578 -2.05864 0.23716
H 2.28309 0.17472 0.19564
C 0.40717 -0.03507 -1.73636
H 0.32444 -0.23140 -2.76175
H 1.48094 0.40345 -1.63840
C -0.33396 -0.41590 -0.71653
N 0.96224 1.00323 1.61799
H -2.08340 1.56161 -1.03266
C 0.31202 -1.02894 0.49271
H -3.49107 0.30038 -1.61134
H 1.44979 1.50024 2.33580
*
```

=====

--- two ---
Here is the ion C5H12N2 with charge +2 from the Open Molecules 2025 dataset. Energies are from ωB97M-V/def2-TZVPD.

Computed properties:
HOMO (eV): -21.92
Lowest unoccupied orbital energy (eV): -10.0
Frontier orbital gap (eV): 11.9
SMILES: C[N+]1(C)CCC1=[NH2+]

```
! wB97M-V def2-TZVPD RIJCOSX def2/J DEFGRID3
* xyz 2 1
N 0.21970 -0.35430 0.04129
C 1.56319 -0.11478 0.67263
H 2.07747 0.78197 0.24920
H -0.26020 -1.58711 -1.60748
C 0.10863 -0.66216 -1.46733
H -1.98586 -0.11875 -1.14045
H 0.99003 -0.21236 -1.91732
C -1.13789 0.46973 -1.43298
C -0.48502 -1.26680 0.91942
H -1.29615 1.18494 -2.30732
C -0.41969 0.90860 -0.14429
H -1.51238 -1.23575 0.66532
H 2.13132 -0.93008 0.35143
H 1.52884 -0.11277 1.76230
N -0.24791 1.93360 0.59790
H -0.79369 2.78484 0.40933
H 0.18482 1.81955 1.53501
H -0.31106 -0.95102 1.91133
H -0.35415 -2.33736 0.90201
*
```

=====

How do the energies compare? Relative to the most stable structure, in kcal/mol: one 0.0; two 5.4.

=====

--- one ---
Here is a cluster of 2 separate species, C3H8ClIN3 in total from the Open Molecules 2025 dataset. Energies are from ωB97M-V/def2-TZVPD.

Computed properties:
HOMO (alpha / beta) (eV): -11.50 / -11.50
Lowest unoccupied orbital energy (alpha / beta) (eV): -5.0 / -5.0
Frontier orbital gap (alpha / beta) (eV): 6.5 / 6.5

```
! wB97M-V def2-TZVPD RIJCOSX def2/J DEFGRID3
* xyz 1 1
H 2.45661 -0.63211 -2.12446
H 0.80786 -1.10900 -3.79015
N 0.49775 -0.97474 -2.88005
C 0.10194 2.11257 -0.42126
H -0.82821 -1.40513 -0.34231
Cl -1.53841 2.00269 -0.83789
N 0.43252 2.27469 0.82698
H -0.32721 2.01105 1.44898
H 1.31917 2.48478 1.25334
N -0.26202 -0.66709 0.02656
C 1.08041 -0.41916 -0.47724
I 2.63594 0.30701 0.88016
H 0.77340 2.43353 -1.18901
H -0.36108 -0.65627 1.01769
C 1.38896 -0.84848 -1.78270
H -0.28474 -1.53812 -2.59897
*
```

=====

--- two ---
Here is a cluster of 2 separate species, C3H8ClIN3 in total from the Open Molecules 2025 dataset. Energies are from ωB97M-V/def2-TZVPD.

Computed properties:
HOMO (eV): -10.98
Lowest unoccupied orbital energy (eV): -5.4
Frontier orbital gap (eV): 5.6

```
! wB97M-V def2-TZVPD RIJCOSX def2/J DEFGRID3
* xyz 1 1
H 1.84089 0.27726 1.09953
I -2.76872 0.06508 3.34587
H -2.03434 0.54538 -0.53626
C -1.83086 0.39771 1.55521
C 0.98278 0.45878 -0.77437
N -2.41340 0.76242 0.43055
Cl 0.28273 2.05630 -0.45860
H 0.83302 -0.93735 -2.30183
H 1.98810 -1.95183 -0.65651
C 1.69012 -0.16249 0.15936
H -0.86600 0.13879 1.24343
N 0.47409 0.02825 -1.95838
H -3.39934 0.87710 0.44107
N 2.23490 -1.49539 0.11835
H 0.52071 0.79457 -2.68332
H 2.46532 -1.85457 0.97591
*
```

=====

How do the energies compare? Relative to the most stable structure, in kcal/mol: one 4.0; two 0.0.

=====

--- one ---
Here is a cluster of 2 separate species, C10H16 in total from the Open Molecules 2025 dataset. Energies are from ωB97M-V/def2-TZVPD.

Computed properties:
HOMO (alpha / beta) (eV): 0.81 / -3.35
⟨S²⟩: 0.76
Lowest unoccupied orbital energy (alpha / beta) (eV): 3.8 / 3.8
Frontier orbital gap (alpha / beta) (eV): 3.0 / 7.1

```
! wB97M-V def2-TZVPD RIJCOSX def2/J DEFGRID3
* xyz -1 2
H -1.01980 1.91852 1.00598
H 1.34563 -2.35330 2.02590
H -0.78718 4.49959 -0.62175
C -0.94980 -0.86218 -0.75531
C -0.65988 -1.49397 1.60021
H -0.36169 2.42415 -2.39978
H -2.45843 -0.68403 0.66372
H 3.00852 -2.86929 0.49077
H -2.02168 3.29860 -0.98900
C 0.67971 -1.90974 1.28831
C 2.59418 -2.23490 -0.30226
H 2.63607 -2.80949 -1.22888
H -1.12346 -1.62681 2.56955
H 0.89803 -1.02596 -1.98480
H 0.95487 3.13257 -1.47228
C -1.11104 2.99359 0.89091
H -2.03061 3.39211 1.32157
C 1.19095 -1.80504 0.02618
C -0.01078 2.60409 -1.39027
H -0.34242 3.47145 1.50473
H 0.25693 1.69577 -0.85737
C -1.43088 -1.00254 0.53300
H -1.56921 -0.31481 -1.45514
C -1.01754 3.42586 -0.57843
C 0.40617 -1.25095 -1.03799
H 3.26752 -1.38693 -0.39510
*
```

=====

--- two ---
Here is a cluster of 2 separate species, C10H16 in total from the Open Molecules 2025 dataset. Energies are from ωB97M-V/def2-TZVPD.

Computed properties:
HOMO (alpha / beta) (eV): 0.92 / -3.16
⟨S²⟩: 0.76
Lowest unoccupied orbital energy (alpha / beta) (eV): 3.5 / 3.5
Frontier orbital gap (alpha / beta) (eV): 2.6 / 6.6

```
! wB97M-V def2-TZVPD RIJCOSX def2/J DEFGRID3
* xyz -1 2
H -0.12314 -1.31729 2.31323
C -1.63034 0.26279 2.34738
C 0.11228 1.53983 -2.88024
H 1.33419 1.33544 3.02215
H 2.07147 1.21838 -2.21472
C 1.75847 -1.33105 -0.93582
H -2.06502 -0.49023 1.68949
H 1.72619 -1.13391 0.14672
H -1.66429 1.33522 2.26158
H -2.22619 0.04309 3.27640
H 1.62664 -2.32880 -1.21474
H 0.16440 0.24391 1.23898
C -0.08598 -0.13317 2.29462
C -0.55683 -1.00922 -1.70162
H 0.19911 2.53769 -3.17277
H 2.82811 -1.19596 -1.25521
H -0.81231 -1.87050 -1.23197
C 0.81832 0.36564 3.41757
H 0.30956 0.60499 4.35351
H 1.71532 -0.42194 3.67670
C -1.50357 -0.25451 -2.44124
C 1.06559 0.82199 -2.33849
H -2.47727 -0.75648 -2.54331
C 0.76884 -0.42975 -1.70214
H -2.11859 1.43420 -3.38286
C -1.23494 0.92964 -3.02318
*
```

=====

--- three ---
Here is a cluster of 2 separate species, C10H16 in total from the Open Molecules 2025 dataset. Energies are from ωB97M-V/def2-TZVPD.

Computed properties:
HOMO (alpha / beta) (eV): 0.82 / -3.54
⟨S²⟩: 0.76
Lowest unoccupied orbital energy (alpha / beta) (eV): 3.9 / 3.8
Frontier orbital gap (alpha / beta) (eV): 3.0 / 7.3

```
! wB97M-V def2-TZVPD RIJCOSX def2/J DEFGRID3
* xyz -1 2
H -1.12517 0.83140 2.37274
H -0.14152 3.12687 -0.49513
C -0.43521 2.10783 -0.73211
H 0.01896 2.10661 1.91333
C 2.59908 -1.45069 0.42194
H 2.98618 -2.10650 -0.35650
H 3.25551 -0.63313 0.72510
H -0.19924 2.51428 -2.83320
C -1.33061 -0.01912 -0.11348
H 0.04374 -2.67438 0.79255
C -1.06610 -0.44970 -1.45107
C -0.48588 1.76430 -2.11629
C -0.96625 1.67882 1.69612
H 0.22017 -2.58440 2.61838
H 0.14210 -1.14120 1.47134
C -1.03987 1.28659 0.23966
C 0.49010 -2.16180 1.64505
H -0.81017 0.10742 -3.50353
H -1.05491 -1.52181 -1.66196
H -1.85720 -0.76954 0.46677
H -1.73875 2.42224 1.94720
C -0.75820 0.47131 -2.47804
C 2.02398 -2.20808 1.62150
H 2.33388 -1.77292 2.57204
H 2.22645 -3.27944 1.62826
H 1.78641 -0.91649 -0.08637
*
```

=====

How do the energies compare? Relative to the most stable structure, in kcal/mol: one 0.0; two 41.5; three 10.1.